A single C4H4O molecule, computed with ωB97M-V/def2-TZVPD.

```
9
Properties=species:S:1:pos:R:3:forces:R:3:mulliken_charge:R:1
O 1.13167 1.12770 -0.56509 0.260 -0.130 0.525 -0.495
C -0.23962 0.36821 1.21857 0.010 0.021 0.198 -0.844
C 0.51904 -1.11112 -0.71868 -0.403 0.433 -0.788 -0.463
C -0.09199 -1.10142 -1.77002 0.052 -0.270 0.200 -0.150
C 0.57811 0.20308 -0.02716 0.205 0.564 0.184 0.705
H -0.51116 -0.58047 1.68044 0.065 0.084 -0.038 0.324
H 0.34163 0.99022 1.89940 -0.141 -0.027 0.101 0.290
H -0.57744 -0.81028 -2.66704 -0.172 -0.600 -0.427 0.369
H -1.15025 0.91407 0.94957 0.123 -0.075 0.046 0.264
```
Forces are in eV/Å.

Computed properties:
E_tot   -6256.865 eV
LUMO level   0.25 eV
Structure (SMILES)   C#CC(C)=O
2S+1   1
Energy above the lowest of the compared OMol25 structures with the same formula, charge and spin   242.60 kJ/mol
Frontier orbital gap   10.35 eV
HOMO level   -10.09 eV



C39H27BrCl5N5O2SeV as an isolated structure, computed with ωB97M-V/def2-TZVPD.

```
81
Properties=species:S:1:pos:R:3:forces:R:3:mulliken_charge:R:1
Br 0.71892 -1.17796 -5.87273 -0.002 -0.011 0.004 -0.215
Se 0.55338 2.08785 3.34645 0.183 0.092 -0.006 -0.303
V -0.06666 -0.43402 0.43500 -0.466 -0.114 -0.247 -0.936
Cl 2.12903 -1.83711 -2.23871 0.033 -0.034 0.159 -0.080
Cl 2.10468 -4.91941 -2.85145 0.034 0.053 0.032 -0.173
Cl -1.16865 -5.70337 1.39163 0.025 -0.011 -0.027 -0.213
Cl -1.09948 -2.56535 1.93974 0.326 -0.055 -0.307 -0.131
Cl 0.44411 -6.85207 -1.05574 0.018 0.012 -0.022 -0.215
O -2.88135 -2.63267 -0.72550 -0.214 0.207 -0.188 -0.711
O -1.50221 -0.88962 -1.00937 0.028 0.232 0.047 0.425
N 0.52001 1.14170 -0.51011 0.148 -0.180 0.001 0.665
N -2.27875 1.58747 0.17537 0.254 0.022 0.036 0.282
N 1.85311 -0.50286 1.40766 -0.351 0.102 -0.261 1.080
N 2.87987 0.27723 1.01803 -0.190 0.091 0.033 0.002
N -1.71687 0.73955 1.06528 0.070 -0.196 -0.222 1.070
C -2.45625 0.77756 2.15599 0.156 -0.031 0.068 -0.754
C -0.41979 1.60165 -1.46114 0.217 0.215 0.194 -0.980
C -3.36795 2.16580 0.72539 -0.056 0.105 0.002 -0.105
C -0.12365 -1.30039 5.72800 -0.044 -0.062 0.064 -0.584
C 2.50515 4.26147 -0.19412 -0.023 0.000 0.013 -1.392
C -0.34903 -2.26369 -4.73148 -0.014 -0.007 -0.014 0.062
C -3.52453 1.66520 1.99312 0.011 0.033 -0.054 -1.592
C -2.24922 2.47746 -3.41744 -0.018 0.003 0.098 0.368
C -3.24897 2.87638 -4.46708 -0.037 0.048 -0.046 -1.660
C 2.38463 -1.54966 2.02105 -0.022 -0.101 0.027 -0.453
C -1.76299 1.80776 -1.13847 -0.224 -0.003 0.059 0.772
C 1.21457 -4.28718 -1.51417 0.010 -0.115 -0.008 0.171
C 1.50957 3.36862 -0.53292 0.068 -0.027 -0.012 -0.396
C -1.32623 1.14660 5.32700 -0.001 0.176 -0.050 -0.416
C 4.66043 4.83501 0.99979 0.042 0.060 -0.011 -1.667
C -0.01668 1.85260 -2.76976 -0.111 -0.071 -0.059 0.004
C 2.68919 1.61240 0.54926 0.130 -0.057 0.089 0.038
C 0.47518 -5.16118 -0.71265 -0.040 -0.021 0.034 0.377
C -1.29325 -1.00502 6.41879 0.003 0.005 -0.027 -0.510
C 0.43241 -0.38379 4.85131 0.106 0.086 -0.057 0.016
C -0.59564 -3.57954 -5.08296 0.019 0.042 -0.022 -0.400
C 1.56359 2.00611 -0.19255 -0.120 0.062 0.078 1.081
C -0.83578 -1.71954 -3.55845 -0.106 0.023 0.011 0.356
C -1.88509 0.23465 6.20795 -0.033 -0.047 0.053 -0.478
C -0.25175 -4.66866 0.36901 -0.010 0.140 -0.028 -0.054
C -1.36743 -4.36241 -4.23404 -0.019 -0.019 -0.009 -0.667
C 4.04997 -0.27943 1.38820 0.080 0.041 -0.046 -0.371
C 0.45516 -2.39787 -0.20443 0.270 0.142 0.314 -2.239
C 3.61097 3.86090 0.54358 0.026 -0.133 0.012 0.263
C -1.61182 -2.50905 -2.71954 -0.215 0.087 -0.161 0.179
C -2.65982 2.22650 -2.11525 0.098 -0.070 -0.089 -0.560
C -2.09744 -1.96639 -1.38799 0.544 -0.493 0.393 -0.203
C 1.20384 -2.92360 -1.23440 0.125 -0.017 -0.292 0.368
C -0.90723 2.29056 -3.73186 -0.028 -0.047 -0.007 -0.678
C -1.88184 -3.82873 -3.06332 -0.040 0.038 0.051 -0.826
C 3.66861 2.52873 0.91558 -0.085 0.120 -0.052 -0.561
C -0.14786 0.87227 4.61297 -0.186 -0.174 0.072 -0.516
C 3.77675 -1.45693 2.04408 -0.053 0.054 -0.048 -1.656
C -0.21957 -3.29811 0.57808 -0.341 -0.058 0.424 2.368
H 0.36262 -2.25943 5.87313 -0.003 -0.001 0.000 0.380
H -3.92373 2.91254 0.18757 -0.012 0.003 0.025 0.502
H 4.51868 5.10220 2.04916 -0.011 -0.008 0.010 0.298
H -2.76305 3.38421 -5.30022 0.013 -0.008 0.000 0.412
H 1.73630 -2.32247 2.39991 0.042 -0.025 0.003 0.669
H -3.76431 2.00164 -4.86925 0.002 -0.016 0.001 0.270
H -2.79707 0.49511 6.73464 -0.001 -0.002 0.004 0.362
H 4.98157 0.19783 1.14487 0.019 -0.043 0.017 0.555
H 0.64489 3.73382 -1.06582 -0.025 -0.003 -0.021 0.468
H -2.15441 0.21048 3.02237 -0.096 -0.011 -0.016 0.585
H -0.18285 -3.98513 -5.99653 -0.001 -0.009 0.005 0.403
H -1.73112 -1.72156 7.10248 0.000 0.000 -0.002 0.365
H -1.80447 2.10705 5.16897 0.002 -0.006 0.009 0.412
H 5.66490 4.42096 0.89751 -0.002 -0.015 0.008 0.366
H -4.27757 1.92744 2.71316 -0.008 0.007 0.009 0.425
H -2.48358 -4.41809 -2.38326 0.001 -0.013 -0.020 0.511
H 1.02140 1.67297 -3.02093 0.017 0.026 0.017 0.497
H 4.47940 -2.15536 2.45988 0.020 -0.008 0.004 0.471
H -4.00720 3.54720 -4.06083 -0.003 -0.009 0.010 0.364
H -0.61194 -0.70206 -3.27003 -0.002 0.014 -0.020 0.365
H -3.70921 2.31635 -1.86714 -0.019 -0.006 -0.006 0.535
H 2.39766 5.30246 -0.47759 -0.003 0.000 -0.010 0.332
H -0.56654 2.45263 -4.74740 0.021 0.011 -0.007 0.365
H 4.61961 5.75516 0.41581 -0.012 -0.003 0.001 0.385
H -1.55844 -5.39698 -4.48960 0.007 -0.008 -0.005 0.398
H 4.46932 2.20146 1.56426 0.007 0.011 0.017 0.549
H 1.34981 -0.62683 4.33421 0.072 -0.019 -0.035 0.506
```
Forces are in eV/Å.

Computed properties:
<S²>   2.02
E_tot   -276119.705 eV
LUMO level (spin up / spin down)   2.22 / 2.24 eV
Net charge   -1
2S+1   3
Frontier orbital gap (spin up / spin down)   5.73 / 5.75 eV
HOMO level (spin up / spin down)   -3.50 / -3.51 eV



A 11-piece molecular cluster, C3H27NO11 overall, computed with ωB97M-V/def2-TZVPD.

```
42
Properties=species:S:1:pos:R:3:forces:R:3:mulliken_charge:R:1
O 1.08676 -1.76038 -3.13591 -0.227 -1.063 0.165 -0.639
O 2.03061 0.84880 -2.92074 -0.512 0.835 1.014 -0.681
O -0.57588 2.01212 4.24741 0.498 -0.198 -2.088 -0.668
O -2.78239 2.58406 0.35950 -0.295 1.021 -1.892 -0.622
O 2.15392 -2.17564 1.81117 0.367 -0.270 -0.351 -0.753
O -0.76748 -4.32669 -0.61445 0.237 0.833 0.096 -0.662
O 1.53368 3.43946 -2.70559 -1.035 0.391 1.717 -0.695
O 1.21022 -1.96861 -0.41600 -0.267 0.629 -0.906 -0.350
O 0.47510 1.91410 0.27982 1.192 0.828 -0.152 -0.726
O 2.64632 0.41213 -0.30471 0.196 0.919 0.651 -0.724
O 0.56157 -0.23072 3.15305 -1.692 1.581 -1.282 -0.570
N -0.92639 0.14956 0.28021 -0.502 0.958 1.172 0.718
C -3.06282 -0.63066 -0.57085 -0.163 0.310 0.330 -1.266
C -2.20470 -0.38144 0.65878 -0.609 -0.856 1.897 -0.606
C -0.57745 1.42234 0.64257 0.345 -1.593 -0.549 -0.303
H 0.29914 2.18957 3.85704 0.367 0.521 1.176 0.383
H -1.34105 2.03419 1.15419 1.113 -1.154 0.183 0.487
H -0.32642 -0.49072 -0.22420 0.384 0.398 0.015 -0.161
H 2.01195 3.61054 -1.87983 1.004 0.237 -0.488 0.340
H 1.61114 -1.46722 -3.87967 0.126 0.445 -0.057 0.270
H -4.06304 -0.79616 -0.18122 -0.374 -0.184 -0.509 0.390
H 3.55129 0.67905 -0.10370 0.056 -0.292 -0.057 0.264
H 0.58291 -0.37628 4.08134 0.767 -0.623 0.756 0.276
H -2.66551 0.29731 1.45277 0.402 -0.559 -1.416 0.412
H -2.15898 -1.34487 1.27579 0.472 1.007 -0.969 0.324
H 0.31085 -1.19879 -3.09982 0.136 0.332 -0.138 0.297
H 2.65212 -1.96731 0.99063 -0.284 -0.182 1.040 0.351
H 1.62076 1.75194 -2.94506 0.830 -0.947 -0.518 0.395
H -0.78956 1.55304 3.40032 -0.907 -0.283 1.087 0.288
H 2.24804 0.80180 -1.95229 -0.030 -0.485 -1.276 0.403
H -0.60865 -3.40056 -0.31448 0.115 -1.048 -0.481 0.297
H 1.44585 -2.14706 -1.33758 -0.276 -0.141 -0.497 0.257
H 0.71347 3.26143 -2.20103 -0.405 0.094 -0.944 0.362
H -2.72401 -1.50596 -1.14244 -0.113 0.200 0.242 0.332
H 1.57619 -1.06265 -0.32890 0.014 -0.391 0.179 0.255
H 1.20847 -0.62287 2.57754 0.915 -1.117 0.413 0.339
H -0.08992 -4.50404 -1.28807 -0.306 0.257 0.369 0.324
H -3.03463 0.23828 -1.24951 -0.161 -0.280 0.204 0.303
H -3.33870 1.94839 -0.09414 -0.478 0.028 0.484 0.307
H 2.09446 1.16896 0.01620 -0.288 -0.584 -0.045 0.402
H -3.03822 2.76532 1.24608 -1.083 0.004 0.892 0.310
H 1.45099 -2.72375 1.40578 0.472 0.422 0.536 0.338
```
Forces are in eV/Å.

Computed properties:
E_tot   -27561.258 eV
LUMO level   0.15 eV
Structure (SMILES)   CCNC=O.O.O.O.O.O.O.O.O.O.O
2S+1   1
Energy above the lowest of the compared OMol25 structures with the same formula, charge and spin   232.01 kJ/mol
Frontier orbital gap   10.27 eV
HOMO level   -10.12 eV